Entry from the OMol25 dataset: C14H17BrN4O6 in the gas phase in a non-equilibrium geometry (ωB97M-V/def2-TZVPD).

Each line ends with the natural charge from an NBO analysis.
CARTESIAN COORDINATES (ANGSTROEM)
C  5.018  -2.968  1.292  -0.634
C  4.561  -2.682  2.714  -0.075
H  5.406  -2.651  3.404  0.190
H  3.836  -3.434  3.041  0.200
O  3.957  -1.386  2.809  -0.503
C  2.675  -1.293  2.483  0.801
O  1.970  -2.207  2.151  -0.603
C  2.192  0.149  2.605  -0.334
N  0.859  0.250  2.048  -0.448
C  -0.194  0.291  2.959  0.809
O  0.006  0.374  4.150  -0.632
N  -1.470  0.262  2.437  -0.407
C  -1.639  0.160  1.095  0.364
C  -0.568  0.089  0.221  -0.074
N  -1.116  -0.008  -1.040  -0.320
C  -2.450  0.033  -0.843  0.308
N  -2.809  0.117  0.417  -0.496
Br  -3.657  -0.061  -2.242  0.125
C  -0.345  0.004  -2.245  -0.318
H  0.311  -0.870  -2.287  0.249
H  -1.008  0.007  -3.115  0.251
C  0.531  1.267  -2.260  0.811
O  0.290  2.244  -1.606  -0.593
O  1.537  1.121  -3.097  -0.501
C  2.475  2.205  -3.169  -0.073
C  3.428  1.935  -4.317  -0.623
H  4.157  2.737  -4.379  0.219
H  2.882  1.878  -5.255  0.212
H  3.945  0.994  -4.157  0.216
H  1.923  3.140  -3.312  0.193
H  3.004  2.257  -2.212  0.196
C  0.792  0.124  0.659  0.678
O  1.791  0.075  -0.031  -0.625
C  -2.619  0.312  3.315  -0.413
H  -2.259  0.479  4.327  0.249
H  -3.167  -0.629  3.263  0.210
H  -3.277  1.122  3.003  0.215
H  2.152  0.435  3.659  0.275
H  2.873  0.805  2.059  0.249
H  5.718  -2.206  0.961  0.211
H  5.502  -3.940  1.252  0.216
H  4.161  -2.972  0.622  0.225

Properties
SMILES: CCOC(=O)Cn1c(=O)c2c(nc(Br)n2CC(=O)OCC)n(C)c1=O
total charge: 0
HOMO level: -8.44 eV
strongest force on any atom: 1.64 eV/A
frontier orbital gap: 8.98 eV